[1]
Entry from OMol25: a structure of composition C38H30GdN9O5S3 in a non-equilibrium geometry (ωB97M-V/def2-TZVPD).

Properties
- ΔE to the lowest compared entry with this formula, charge and spin (kcal per mole) = 0.0
- lowest unoccupied orbital energy (spin up / spin down) (eV) = 4.211 / 3.938
- expectation value of S² = 16.053
- electronic energy (eV) = -116888.5479

The geometry in ORCA input format:
```
! wB97M-V def2-TZVPD RIJCOSX def2/J DEFGRID3
* xyz -2 8
Gd 0.1385 -0.8929 -0.3041
O -2.9231 3.2840 2.6943
C -3.8397 2.7169 1.8946
C -5.1193 3.2767 1.8627
C -6.1027 2.7313 1.0564
C -5.8340 1.6150 0.2666
C -4.5662 1.0510 0.3068
C -3.5596 1.5829 1.1083
C -2.2040 0.9366 1.0635
O -2.0684 -0.1628 0.5023
N -1.2347 1.6435 1.6690
N -0.0122 1.0766 1.4666
C 0.8864 1.3092 2.3232
C 2.2284 0.7203 2.1529
C 3.1920 0.8900 3.1380
C 4.4429 0.3245 2.9572
C 4.6973 -0.3751 1.7920
C 3.6716 -0.4956 0.8633
N 2.4657 0.0328 1.0374
H -2.0913 2.7194 2.5930
H -5.3166 4.1438 2.4852
H -7.0898 3.1807 1.0434
H -6.6026 1.1906 -0.3693
H -4.3110 0.1774 -0.2850
H 0.6700 1.8981 3.2129
H 2.9431 1.4415 4.0376
H 5.2069 0.4248 3.7192
H 5.6576 -0.8392 1.6043
H 3.8257 -1.0460 -0.0560
S -0.0268 -1.8239 2.4841
C 0.4104 -3.5173 2.4650
C -0.0710 -4.3704 3.4772
C 0.2595 -5.7155 3.5387
C 1.0696 -6.2659 2.5478
C 1.5253 -5.4540 1.5194
C 1.2290 -4.0810 1.4546
S 1.8920 -3.1461 0.1277
H -0.7158 -3.9343 4.2319
H -0.1267 -6.3343 4.3421
H 1.3309 -7.3191 2.5665
H 2.1436 -5.8728 0.7309
O -1.2458 -2.3580 -1.3561
C -1.8261 -2.5694 -2.4805
C -2.2242 -3.8922 -2.8217
C -2.8343 -4.1967 -4.0153
C -3.1031 -3.1925 -4.9558
C -2.7476 -1.8962 -4.6363
C -2.1319 -1.5534 -3.4290
C -1.8375 -0.1451 -3.1416
N -1.2609 0.3694 -2.0717
C -1.3154 1.7422 -2.2024
C -1.9173 2.0751 -3.3707
N -2.2432 0.8695 -3.9585
H -1.9921 -4.6602 -2.0924
H -3.1034 -5.2249 -4.2336
H -3.5674 -3.4214 -5.9066
H -2.9482 -1.1271 -5.3763
H -0.9252 2.3931 -1.4361
H -2.1433 3.0246 -3.8278
H -2.6967 0.7510 -4.8417
N 6.9231 -4.4183 -2.0586
C 5.7570 -3.6939 -2.3953
C 5.8386 -2.3357 -2.7046
C 4.6963 -1.6245 -3.0324
C 3.4616 -2.2712 -3.0494
C 3.3741 -3.6225 -2.7568
C 4.5241 -4.3314 -2.4456
S 1.9881 -1.3643 -3.4148
O 0.9329 -2.3329 -3.4827
O 2.2678 -0.5835 -4.5929
N 1.6665 -0.4252 -2.1267
C 2.2022 0.8228 -1.9957
N 3.2779 1.2463 -2.6958
C 3.6403 2.5106 -2.5175
C 3.0024 3.3818 -1.6510
C 1.9509 2.8301 -0.9308
N 1.5548 1.5854 -1.0847
H 7.6270 -3.8457 -1.6227
H 6.7258 -5.2213 -1.4841
H 6.8051 -1.8388 -2.6785
H 4.7370 -0.5661 -3.2681
H 2.3996 -4.0941 -2.7368
H 4.4527 -5.3819 -2.1779
H 4.5036 2.8398 -3.0931
H 3.3128 4.4103 -1.5259
H 1.4114 3.4116 -0.1821
*
```

---

[2]
Entry from OMol25: a structure of composition C38H31AuN5O6PSTe (ωB97M-V/def2-TZVPD).

Properties
- ΔE to the lowest compared entry with this formula, charge and spin (kcal per mole) = 0.0
- lowest unoccupied orbital energy (eV) = -0.249
- electronic energy (eV) = -90750.3737

The geometry in ORCA input format:
```
! wB97M-V def2-TZVPD RIJCOSX def2/J DEFGRID3
* xyz 0 1
Au -0.8672 -1.3667 0.2366
N 1.1981 -0.6472 -0.0844
P 2.1440 -1.1228 -1.2721
C 1.3455 -1.3516 -2.8754
C 0.0544 -0.8880 -3.0950
C -0.5610 -1.1071 -4.3209
C 0.1127 -1.7830 -5.3256
C 1.4055 -2.2486 -5.1099
C 2.0179 -2.0409 -3.8864
C 2.7887 -2.7493 -0.8336
C 1.8777 -3.7222 -0.4195
C 2.3273 -4.9722 -0.0311
C 3.6855 -5.2634 -0.0586
C 4.5935 -4.3043 -0.4784
C 4.1479 -3.0474 -0.8656
C 3.5549 -0.0331 -1.5380
C 4.3523 0.2645 -0.4304
C 5.4035 1.1566 -0.5475
C 5.6607 1.7678 -1.7684
C 4.8681 1.4853 -2.8698
C 3.8157 0.5878 -2.7557
H -0.4804 -0.3767 -2.3044
H -1.5738 -0.7602 -4.4794
H -0.3709 -1.9596 -6.2778
H 1.9281 -2.7838 -5.8918
H 3.0185 -2.4224 -3.7150
H 0.8172 -3.4986 -0.3867
H 1.6170 -5.7181 0.2999
H 4.0342 -6.2410 0.2480
H 5.6519 -4.5288 -0.5010
H 4.8632 -2.3047 -1.1944
H 4.1407 -0.1998 0.5258
H 6.0158 1.3833 0.3152
H 6.4796 2.4699 -1.8578
H 5.0652 1.9642 -3.8198
H 3.1997 0.3729 -3.6194
O -0.9425 -2.1223 2.5371
C -1.3414 -1.2097 3.2921
O -1.8379 -0.1039 2.9792
C -1.1942 -1.4779 4.7838
C -1.6566 -0.5543 5.7093
C -1.5296 -0.8363 7.0571
C -0.9619 -2.0023 7.5311
C -0.5056 -2.8928 6.5781
C -0.6089 -2.6588 5.2197
N 0.1138 -4.1510 7.0420
O 0.1438 -4.3536 8.2393
O 0.5549 -4.9043 6.1995
N -2.0231 0.1476 8.0426
O -2.4941 1.1816 7.6162
O -1.9260 -0.1376 9.2187
H -2.1071 0.3654 5.3688
H -0.8796 -2.2065 8.5861
H -0.2461 -3.3744 4.4974
N -3.1491 0.9270 0.8690
C -3.3724 0.4138 -0.3198
S -3.0270 -1.2273 -0.7225
N -3.9600 1.1459 -1.2946
C -4.3557 2.5043 -1.2741
C -4.1275 3.2661 -2.4149
C -4.5255 4.5910 -2.4542
C -5.1384 5.1731 -1.3533
C -5.3783 4.4068 -0.2228
C -5.0061 3.0701 -0.1817
H -2.5996 0.4040 1.5900
H -3.2222 1.9265 0.9891
H -3.9449 0.6902 -2.1928
H -3.6267 2.8180 -3.2648
H -4.3426 5.1747 -3.3474
H -5.4375 6.2123 -1.3809
H -5.8797 4.8411 0.6322
H -5.2668 2.4631 0.6749
Te 0.9495 1.2603 0.5647
C 0.2295 2.3376 -1.1029
C 0.5194 2.1386 -2.4445
C 0.0513 3.0336 -3.3997
C -0.6954 4.1388 -3.0217
C -0.9938 4.3396 -1.6807
C -0.5499 3.4368 -0.7272
H 1.1185 1.2952 -2.7555
H 0.2864 2.8708 -4.4447
H -1.0484 4.8397 -3.7675
H -1.5902 5.1913 -1.3771
H -0.8066 3.5976 0.3153
*
```

---

[3]
Entry from OMol25: a cluster of 3 separate species, C38H31BFN4O12S2 in total in a non-equilibrium geometry (ωB97M-V/def2-TZVPD).

Properties
- lowest unoccupied orbital energy (eV) = 0.297
- electronic energy (eV) = -95503.9410

The geometry in ORCA input format:
```
! wB97M-V def2-TZVPD RIJCOSX def2/J DEFGRID3
* xyz -1 1
C -4.5536 3.3591 2.2531
C -3.6180 4.6056 1.7471
C -2.0273 4.2543 1.8761
N -1.2588 4.4355 0.6089
C -1.0517 3.1503 -0.1371
C -2.4385 2.4747 -0.5861
C -2.2928 1.2081 -1.5672
S -1.9164 1.6225 -3.3401
C -3.3215 0.9846 -4.3902
N -3.2499 1.0785 -5.8255
N -4.4644 0.5433 -6.2265
C -5.2409 0.1439 -5.0730
O -4.5053 0.3983 -3.8532
O -0.1959 2.1635 0.4923
B 0.9746 1.7015 -0.2920
O 0.9579 0.2871 -0.7620
S 2.6882 1.7724 0.5392
O 2.8541 3.0087 1.3948
O 2.8048 0.5669 1.4501
F 3.9227 1.6412 -0.6498
O 0.7871 2.4627 -1.5662
C 0.0018 3.6359 -1.3001
O 1.0142 4.5332 -0.7024
N -0.5206 4.4569 -2.4358
C -0.2023 5.7088 -2.3272
O 0.1479 6.9070 -2.2781
H -5.4036 3.6976 2.9412
H -5.0179 2.9233 1.2862
H -3.8907 2.5283 2.7106
H -3.8699 5.4790 2.4668
H -3.9323 4.9226 0.6928
H -1.8621 3.2387 2.3922
H -1.6097 5.0456 2.6216
H -1.6709 5.1596 -0.0017
H -3.1664 3.2872 -0.9698
H -2.9284 2.0686 0.3886
H -1.5468 0.4140 -1.2095
H -3.3305 0.6809 -1.5680
H -6.2829 -0.3183 -5.1481
H 0.5362 0.3633 -1.6524
H 1.8857 4.3793 -1.1575
C 4.9666 -2.7196 -0.0014
C 4.8113 -1.3516 -0.2178
C 5.9308 -0.5457 -0.4063
C 7.2093 -1.1057 -0.3667
C 7.3643 -2.4720 -0.1255
C 6.2392 -3.2801 0.0457
C 8.7143 -3.0692 -0.0319
O 8.8515 -4.2647 0.1754
C 9.8985 -2.1937 -0.1847
C 11.1789 -2.7322 -0.0416
C 12.2978 -1.9197 -0.1967
C 12.1426 -0.5696 -0.5040
C 10.8686 -0.0284 -0.6417
C 9.7437 -0.8383 -0.4725
C 8.3920 -0.2447 -0.5860
O 8.2570 0.9383 -0.8508
H 4.0931 -3.3494 0.1365
H 3.8184 -0.9144 -0.2412
H 5.8042 0.5175 -0.5793
H 6.3522 -4.3458 0.2202
H 11.3074 -3.7844 0.1947
H 13.2924 -2.3395 -0.0799
H 13.0160 0.0627 -0.6320
H 10.7540 1.0256 -0.8765
C -2.1676 -2.8878 0.4305
C -2.4482 -4.2444 0.2769
C -3.7279 -4.7256 0.5369
C -4.7291 -3.8515 0.9632
C -4.4412 -2.4983 1.1395
C -3.1613 -2.0151 0.8618
C -5.4777 -1.5691 1.6373
O -5.2234 -0.3866 1.7843
C -6.8217 -2.0980 1.9596
C -7.7931 -1.2437 2.4850
C -9.0634 -1.7302 2.7782
C -9.3708 -3.0682 2.5393
C -8.4040 -3.9235 2.0210
C -7.1240 -3.4416 1.7392
C -6.0916 -4.3677 1.2211
O -6.3588 -5.5407 1.0153
H -1.1711 -2.5113 0.2193
H -1.6690 -4.9271 -0.0476
H -3.9413 -5.7828 0.4107
H -2.9343 -0.9602 0.9850
H -7.5614 -0.1990 2.6708
H -9.8157 -1.0654 3.1916
H -10.3643 -3.4457 2.7615
H -8.6483 -4.9662 1.8414
*
```

---

- Among the records above, which one has the lowest electronic energy?
  C38H30GdN9O5S3

---

- Among the records above, which one has the lowest electronic energy?
  C38H30GdN9O5S3